# 1
105
Properties=species:S:1:pos:R:3:mulliken_charge:R:1 method="wB97M-V/def2-TZVPD" charge=-1 e_homo_ev=-5.1148 gap_ev=7.29 lumo_energy_ev=2.2 largest_force_ev_per_a=3.02 e_tot_ha=-2947.04747
C -3.41482 1.96480 2.00207 -0.90
C -3.82942 3.22563 1.21705 -0.63
S -3.93815 2.87414 -0.57544 0.19
C -2.43526 3.75756 -1.21847 -0.80
N -1.92621 3.30655 -2.46832 0.36
C -2.87094 3.23370 -3.56640 -1.32
C -3.62882 1.89934 -3.75962 0.62
C -5.02731 2.07733 -4.31927 -0.10
O -5.47776 3.11897 -4.75441 -0.63
N -5.82346 0.88304 -4.27296 -0.18
C -6.26473 0.53439 -2.95058 -0.22
C -6.67983 1.51471 -2.07781 0.12
C -7.07860 1.20594 -0.80382 -0.45
C -7.10680 -0.09320 -0.35527 -0.60
C -6.69791 -1.07273 -1.23182 -0.44
C -6.27472 -0.76348 -2.49290 -0.23
C -0.89808 2.31501 -2.43830 0.20
C -1.23596 1.01939 -1.66964 -1.73
O -0.06648 0.22379 -1.42807 0.36
C -0.32951 -1.09338 -1.23989 0.54
C -1.54091 -1.55553 -0.74034 -0.46
C -1.83770 -2.87260 -0.56503 0.99
C -3.18575 -3.36407 -0.06116 -1.75
C -0.89172 -3.82130 -0.88654 -1.27
C 0.32492 -3.37414 -1.34365 -0.75
C 0.63815 -2.04772 -1.53383 0.25
C 2.05207 -1.75809 -2.04657 0.61
C 3.00236 -1.57192 -0.84481 -1.09
C 2.16855 -0.63704 -3.08712 -1.45
C -0.43792 1.86327 -3.90066 0.06
O -0.02929 2.78620 -4.63912 -0.81
O -0.56882 0.66420 -4.21481 -0.71
S 0.66567 3.03017 -1.65944 1.92
C 0.75966 2.68116 0.11633 -0.88
O 1.87892 2.60382 -2.31008 -0.75
O 0.54609 4.46531 -1.80976 -0.87
H -2.32869 1.84466 1.98993 0.15
H -3.74685 2.08636 3.04093 0.43
H -3.88012 1.06894 1.58481 0.18
H -4.73287 3.70473 1.59683 0.47
H -3.02479 3.96224 1.34203 0.39
H -2.72532 4.80986 -1.33599 0.57
H -1.69808 3.75728 -0.41358 0.03
H -3.62646 4.01557 -3.41248 0.59
H -2.40373 3.48635 -4.52064 0.36
H -3.07992 1.25481 -4.45914 0.38
H -3.75341 1.30729 -2.84585 -0.15
H -6.59833 0.97380 -4.92036 0.33
H -6.71101 2.55868 -2.37188 0.28
H -7.38638 2.00147 -0.13019 0.39
H -7.42993 -0.33229 0.65098 0.40
H -6.73325 -2.09292 -0.86015 0.40
H -5.96137 -1.57861 -3.13964 0.41
H -1.71774 1.20986 -0.69996 0.04
H -1.91229 0.44076 -2.30139 1.28
H -2.31051 -0.83496 -0.46773 0.23
H -3.76789 -2.50974 0.29440 0.28
H -3.70445 -3.78650 -0.93253 0.34
H -3.09265 -4.16946 0.66869 0.43
H -1.08088 -4.88556 -0.78850 0.38
H 1.08117 -4.11624 -1.59453 0.38
H 2.37493 -2.68153 -2.54856 0.56
H 2.76278 -2.30374 -0.06197 0.11
H 4.01374 -1.84186 -1.17609 0.43
H 2.96473 -0.57753 -0.39328 0.08
H 3.19182 -0.66165 -3.49054 0.51
H 2.03233 0.32868 -2.61044 0.00
H 1.48881 -0.77838 -3.92738 0.42
H 0.28234 3.53117 0.61671 0.56
H 1.81517 2.69901 0.44140 0.02
H 0.23372 1.78414 0.44408 0.09
C 6.08178 2.57764 3.26001 -1.54
C 5.58851 1.13956 3.38584 0.41
C 5.56165 0.37901 2.05047 -0.32
O 4.48464 0.71320 1.20441 0.03
C 4.67216 1.87799 0.41339 -0.72
N 4.27309 1.14502 4.03510 -0.74
H 5.33009 3.23590 2.82598 0.31
H 6.32875 2.97642 4.24479 0.38
H 6.98224 2.62990 2.64422 0.35
H 6.28762 0.61251 4.04324 0.46
H 5.43435 -0.68548 2.27447 -0.41
H 6.51645 0.47406 1.51623 0.51
H 5.71350 1.99752 0.10213 0.31
H 4.33270 2.76377 0.95684 0.25
H 4.05162 1.77997 -0.47885 0.19
H 3.98576 0.18440 4.20467 0.21
H 3.59909 1.48064 3.35064 0.34
C 3.92113 -4.55730 5.24358 -1.58
C 4.08783 -3.22913 4.51138 0.44
C 2.90501 -2.87814 3.59465 -0.43
O 2.87487 -3.58871 2.37471 -0.20
C 2.30387 -4.88110 2.44456 -0.82
N 5.35766 -3.24987 3.77783 -0.74
H 4.09013 -5.41303 4.59055 0.32
H 4.64127 -4.62838 6.05970 0.39
H 2.92086 -4.64405 5.67380 0.34
H 4.14965 -2.44440 5.27235 0.39
H 3.00012 -1.82469 3.31266 -0.03
H 1.94652 -2.97519 4.12187 0.49
H 1.48369 -4.92604 3.16699 0.36
H 3.06253 -5.62931 2.68982 0.27
H 1.90986 -5.12096 1.45660 0.25
H 5.51524 -2.33351 3.36707 0.23
H 5.23164 -3.85618 2.97072 0.38

# 2
99
Properties=species:S:1:pos:R:3:mulliken_charge:R:1 method="wB97M-V/def2-TZVPD" charge=+1 e_homo_ev="-7.5958 / -7.5970" gap_ev="5.42 / 5.43" lumo_energy_ev="-2.2 / -2.2" relative_energy_kj_mol=466.8 largest_force_ev_per_a=3.49 e_tot_ha=-4085.71669
C -1.19728 -2.25693 -1.67099 0.23
C 0.99774 -1.41313 -1.53214 -0.31
C -0.80945 -3.24970 -2.55899 -0.85
C 1.45679 -2.50864 -2.25903 -0.95
C 0.55065 -3.43232 -2.79414 -0.95
H -1.57349 -3.88559 -3.01307 0.53
H 2.51288 -2.55981 -2.47311 0.63
H 0.90390 -4.24208 -3.42855 0.44
N -0.29123 -1.42058 -1.11398 0.65
P -2.95316 -0.98967 0.08704 0.77
P 3.06060 0.77198 -0.53143 -0.38
C -2.66937 -2.02415 -1.40628 -1.74
H -3.12404 -1.49481 -2.25691 0.60
H -3.21766 -2.97563 -1.34582 0.64
C 0.94131 3.57338 1.72624 0.02
O -0.12551 3.98634 1.67758 -0.16
C 1.81354 -0.12235 -1.64597 0.22
H 2.30043 -0.19264 -2.61736 0.61
C 4.32905 1.64892 -1.68664 2.21
C 3.50302 0.83591 1.30154 2.41
C -4.19373 0.42539 -0.32816 2.09
C -3.69015 -2.32855 1.22269 1.89
C 3.99363 3.14131 -1.81365 -1.69
H 4.15888 3.67714 -0.86888 0.26
H 4.67233 3.58490 -2.56315 0.46
H 2.96385 3.31238 -2.13949 0.24
C 5.73804 1.51550 -1.08003 -2.34
H 5.85871 2.02850 -0.12212 0.35
H 6.00753 0.45661 -0.97156 0.43
H 6.45823 1.96953 -1.77961 0.50
C 4.49171 0.98920 -3.08890 -1.53
H 4.95497 1.72697 -3.76846 0.38
H 5.17685 0.13260 -3.01388 0.45
H 3.58241 0.60751 -3.55575 0.25
C 3.96438 2.22262 1.77903 -1.31
H 3.13271 2.94591 1.78145 -0.04
H 4.32597 2.12347 2.81603 0.48
H 4.79372 2.64033 1.20311 0.28
C 2.33083 0.42975 2.19717 -1.85
H 1.53796 1.18111 2.18777 0.04
H 1.90897 -0.52018 1.87046 0.00
H 2.65638 0.28929 3.24192 0.71
C 4.57654 -0.26075 1.42578 -1.82
H 5.52047 0.02003 0.95336 0.39
H 4.77327 -0.48572 2.48088 0.51
H 4.22179 -1.18458 0.94662 0.28
C -3.92123 -1.71672 2.61294 -1.23
H -4.39050 -2.48051 3.25323 0.49
H -2.97664 -1.40994 3.07786 0.00
H -4.58980 -0.84486 2.59008 0.20
C -2.69590 -3.49618 1.33815 -1.44
H -2.51931 -3.99055 0.37499 0.29
H -1.73235 -3.19010 1.75489 0.03
H -3.13042 -4.24526 2.01788 0.63
C -5.00208 -2.91854 0.66569 -1.57
H -5.17732 -3.87618 1.17848 0.53
H -5.86900 -2.28163 0.86412 0.38
H -4.95674 -3.13184 -0.40914 0.25
C -4.22895 0.72559 -1.83318 -1.60
H -4.65151 -0.11212 -2.40469 0.50
H -4.89574 1.58904 -1.98467 0.55
H -3.25277 0.98864 -2.25863 0.14
C -3.72158 1.67624 0.45922 -1.54
H -2.70700 1.99618 0.16459 0.10
H -4.41069 2.51254 0.25169 0.53
H -3.72355 1.49341 1.54666 0.24
C -5.63453 0.10630 0.09563 -1.92
H -6.04154 -0.74148 -0.47026 0.37
H -5.74024 -0.07827 1.17293 0.29
H -6.25806 0.98358 -0.14400 0.56
Zn -0.72280 0.00728 0.40186 1.03
N 0.73402 1.32694 -0.19540 -0.74
C 1.09893 1.14194 -1.43419 -0.25
C 0.53421 1.94412 -2.66371 2.26
C 1.42588 1.89776 -3.90166 -1.86
C -0.79303 1.29844 -3.02577 -1.35
C 0.30161 3.38766 -2.23461 -1.45
H 2.41145 2.34480 -3.72603 0.27
H 1.57904 0.88011 -4.29154 0.26
H 0.94375 2.47323 -4.70633 0.54
H -1.49773 1.40377 -2.19634 -0.56
H -1.24374 1.79779 -3.89194 0.71
H -0.68426 0.23614 -3.27733 0.15
H -0.24061 3.93237 -3.01824 0.49
H -0.28254 3.38036 -1.30671 0.08
H 1.25527 3.88345 -2.02998 0.28
N 0.07058 -2.00239 6.25075 -0.45
C -0.13406 -1.57524 4.97377 0.52
C 0.20501 -2.39962 3.88498 -1.12
C 0.01474 -1.92501 2.59595 -0.82
N -0.53372 -0.69854 2.34512 1.77
C -0.87923 0.10104 3.39731 -0.78
C -0.67184 -0.29508 4.71641 -0.84
H 0.44534 -2.92021 6.43534 0.20
H -0.16380 -1.42515 7.04311 0.20
H 0.62798 -3.38672 4.04326 0.38
H 0.32359 -2.52145 1.73069 0.62
H -1.30921 1.08241 3.16422 0.27
H -0.91231 0.38364 5.53192 0.40

# 3
124
Properties=species:S:1:pos:R:3:mulliken_charge:R:1 method="wB97M-V/def2-TZVPD" charge=+1 e_homo_ev=-9.9692 gap_ev=6.59 lumo_energy_ev=-3.4 largest_force_ev_per_a=4.45 e_tot_ha=-4684.30635
C -4.65394 0.06953 -1.62811 -1.30
C -4.52888 1.18065 -2.71099 0.23
Cl -5.57713 0.66427 -4.15297 -0.19
C -3.17455 1.80277 -3.11201 -1.46
N -1.87899 1.04225 -3.16142 0.64
C -0.89672 1.92669 -3.94404 0.86
C 0.26993 1.35304 -4.61470 -0.49
C 1.15390 2.22524 -5.37358 -0.49
N 1.01027 3.55400 -5.53571 -0.53
C -0.04002 4.07980 -4.88398 -0.45
C -1.00881 3.35485 -4.09014 -0.63
P -1.98160 -0.40816 -4.38260 0.06
N -3.21303 -1.51363 -3.96086 -0.41
O -2.45477 0.28170 -5.83230 -0.49
C -1.17527 0.79235 -1.86934 1.37
F -2.01308 1.17517 -0.84307 -0.32
F -0.15348 1.71041 -1.68301 -0.31
C -0.54162 -0.58336 -1.54351 0.36
F 0.35059 -1.07748 -2.47078 -0.12
F -1.52862 -1.56051 -1.50163 -0.33
C 0.18577 -0.74595 -0.15268 0.47
F -0.59728 -0.38458 0.92274 -0.30
F 0.24828 -2.12445 0.01916 -0.28
C 1.59648 -0.12831 0.11673 0.24
F 2.14358 -0.78909 1.21007 -0.25
F 1.42025 1.15421 0.59232 -0.27
C 2.73659 -0.06761 -0.94344 0.65
F 2.44845 0.68443 -2.06529 -0.24
F 3.71152 0.71032 -0.32976 -0.22
C 3.49310 -1.40729 -1.29712 0.61
F 4.53958 -1.53115 -0.40840 -0.27
F 2.76106 -2.54602 -1.14899 -0.28
C 4.14232 -1.47529 -2.73462 0.48
F 4.61093 -2.76873 -2.84632 -0.30
F 3.21975 -1.37716 -3.74754 -0.22
C 5.40647 -0.56986 -2.96582 0.63
F 5.20552 0.74347 -2.74388 -0.15
F 6.51116 -1.03532 -2.34591 -0.23
F 5.69893 -0.68058 -4.30694 -0.29
H -3.84149 -0.68076 -1.56534 0.13
H -5.64312 -0.44565 -1.71535 0.55
H -4.69151 0.57507 -0.62308 0.30
H -5.14946 2.02673 -2.31049 0.39
H -3.05065 2.73675 -2.50391 0.49
H -3.33854 2.18897 -4.15449 0.89
H 0.55147 0.28945 -4.57514 0.40
H 2.02490 1.75368 -5.88361 0.40
H -0.20714 5.17762 -4.96985 0.37
H -1.82239 3.91960 -3.60523 0.33
H -2.77726 -2.38067 -3.62213 0.32
H -3.70754 -1.79523 -4.81548 0.29
H -3.37382 0.62130 -5.77623 0.35
C 10.27380 3.47984 -1.22090 -0.71
O 8.86817 3.63298 -1.33173 -0.37
C 8.19349 2.44401 -1.73016 -0.85
C 7.36312 1.88156 -0.58445 0.77
N 8.21200 1.32912 0.46684 -0.43
C 7.49504 1.01710 1.70379 -0.58
C 6.83466 2.17557 2.45913 -0.45
O 7.75044 3.09720 3.02738 -0.45
C 8.21095 4.10462 2.14158 -0.56
H 10.71109 4.46962 -1.09283 0.24
H 10.53819 2.87390 -0.35007 0.31
H 10.69431 3.03211 -2.12589 0.34
H 8.88364 1.69443 -2.13131 0.48
H 7.51262 2.73031 -2.53815 0.25
H 6.71014 1.09534 -0.96596 -0.38
H 6.73503 2.69606 -0.20348 0.12
H 8.94425 1.99338 0.68375 0.14
H 8.22334 0.55562 2.37630 0.40
H 6.73860 0.25363 1.48931 0.24
H 6.29567 1.73871 3.30538 0.38
H 6.07826 2.69564 1.85958 0.30
H 7.45550 4.38823 1.40507 0.28
H 9.12759 3.78296 1.64208 0.19
H 8.46124 4.98567 2.73524 0.30
C -7.65979 -0.62874 2.17105 -0.83
O -7.93153 -0.29886 0.81764 -0.17
C -9.27978 -0.56095 0.42784 -0.89
C -10.03780 0.73810 0.19286 -0.13
N -10.28573 1.44263 1.44717 -0.32
C -10.76876 2.81331 1.27248 -0.69
C -9.84274 3.81182 0.57010 -0.45
O -8.67236 4.14037 1.30635 -0.44
C -7.59893 3.23111 1.15472 -0.46
H -6.58188 -0.56886 2.32299 0.23
H -8.14038 0.07649 2.85380 0.34
H -7.98365 -1.64733 2.40137 0.33
H -9.79665 -1.20380 1.14690 0.41
H -9.22893 -1.10351 -0.52094 0.37
H -10.99413 0.51479 -0.28898 0.40
H -9.43947 1.34717 -0.49602 0.11
H -9.42778 1.47498 1.98304 0.08
H -10.97438 3.19963 2.27435 0.37
H -11.72773 2.78461 0.74514 0.39
H -10.39896 4.74821 0.47157 0.35
H -9.58816 3.50688 -0.45154 0.32
H -7.57455 2.77852 0.15932 0.18
H -7.64316 2.45639 1.92358 0.16
H -6.66752 3.78165 1.30699 0.34
C 1.41883 -7.76061 4.24779 -0.70
O 2.15149 -6.78894 4.97402 -0.34
C 3.10287 -6.08137 4.18380 -0.80
C 2.67548 -4.63303 3.98959 -0.25
N 1.51426 -4.53493 3.10733 -0.21
C 0.89259 -3.21066 3.09030 0.02
C 0.29167 -2.69539 4.40265 -0.78
O -0.85071 -3.41355 4.84100 -0.45
C -0.56815 -4.59141 5.58105 -0.51
H 0.85863 -8.36321 4.96229 0.24
H 0.70613 -7.28972 3.56447 0.28
H 2.08701 -8.42205 3.68886 0.34
H 3.29035 -6.57675 3.22559 0.41
H 4.04058 -6.08873 4.74678 0.40
H 3.50553 -4.06767 3.55497 0.38
H 2.45961 -4.21927 4.98108 0.18
H 0.81814 -5.20804 3.40194 0.04
H 0.08703 -3.25317 2.35150 0.33
H 1.62127 -2.48693 2.71560 -0.08
H -0.05804 -1.67501 4.21486 0.41
H 1.03349 -2.61324 5.20447 0.38
H 0.34590 -4.50220 6.17194 0.28
H -0.50786 -5.45481 4.91474 0.16
H -1.40249 -4.76901 6.26192 0.30

# 4
103
Properties=species:S:1:pos:R:3:mulliken_charge:R:1 method="wB97M-V/def2-TZVPD" e_homo_ev=-6.6132 gap_ev=6.79 lumo_energy_ev=0.2 relative_energy_kj_mol=1683.9 largest_force_ev_per_a=13.58 e_tot_ha=-7018.63826
C -6.78638 -16.51230 6.00728 -0.71
C -8.22611 -15.88071 5.89517 -1.02
C -7.98195 -14.63222 6.70214 0.89
O -6.92257 -15.02012 7.64955 -0.44
C -6.34997 -16.26742 7.40963 -0.54
H -6.19718 -15.90310 5.32185 0.25
H -6.97961 -17.53639 5.68795 0.45
H -9.13450 -16.34447 6.27968 0.35
H -8.46454 -15.52423 4.89309 0.36
H -8.91312 -14.39888 7.21846 -0.63
H -7.69813 -13.76922 6.09983 0.53
H -6.81538 -17.08038 7.96692 0.26
H -5.26025 -16.25823 7.43258 0.39
C -8.68742 -11.86195 8.56829 -0.55
C -7.39066 -12.39006 8.29759 0.00
C -7.21678 -12.02755 6.87883 -1.22
O -8.50105 -11.93332 6.31718 -0.67
C -9.49755 -12.17328 7.30502 -0.71
H -8.73206 -10.77762 8.66988 0.50
H -9.22821 -12.40694 9.34201 0.61
H -7.34378 -13.47339 8.40847 0.12
H -6.65401 -11.83581 8.87919 0.52
H -6.54182 -12.76578 6.44576 0.50
H -6.76730 -11.03794 6.79676 0.44
H -9.89061 -13.18861 7.25303 0.52
H -10.40001 -11.56514 7.24311 0.90
C -8.31180 -15.27119 12.71397 0.29
C -8.09994 -15.67481 14.15288 -0.90
C -8.63921 -17.09694 14.28492 -0.22
O -8.31516 -17.61806 12.99776 -0.55
C -8.22355 -16.59937 11.93958 0.07
H -7.57647 -14.50756 12.46044 0.43
H -9.33152 -14.89473 12.79485 -0.39
H -8.54284 -14.92761 14.81140 0.39
H -7.04733 -15.68352 14.43580 0.30
H -9.69137 -16.98809 14.54797 0.01
H -8.15195 -17.66171 15.07972 0.45
H -8.95305 -16.75721 11.14521 -0.05
H -7.23098 -16.69091 11.49852 0.38
C -11.48997 -18.51703 12.30807 -0.32
C -11.61400 -18.15298 10.87171 0.36
C -12.76256 -18.98019 10.35804 -0.59
O -13.35375 -19.43683 11.55138 -0.50
C -12.94564 -18.76898 12.71926 -0.10
H -11.12603 -17.71074 12.94490 -0.19
H -10.85967 -19.40038 12.41068 0.45
H -10.70137 -18.45342 10.35701 0.54
H -11.86916 -17.10688 10.70231 -0.77
H -12.44466 -19.80326 9.71805 0.28
H -13.38602 -18.32596 9.74864 0.30
H -13.00360 -19.46554 13.55564 0.41
H -13.49369 -17.82747 12.75532 0.43
C -14.11360 -15.15529 12.58699 0.56
C -13.76961 -14.21526 13.75377 -0.26
C -12.33510 -13.89638 13.53593 -0.09
O -11.86173 -14.96970 12.74512 -0.10
C -12.90976 -15.97562 12.54174 -0.84
H -14.13714 -14.66404 11.61425 -1.04
H -15.03394 -15.71698 12.74686 0.37
H -13.73512 -14.72419 14.71705 0.39
H -14.35016 -13.29646 13.83665 -0.26
H -11.72069 -13.81574 14.43264 0.28
H -12.22198 -13.03264 12.88075 -0.10
H -13.04019 -16.74830 13.29941 0.75
H -12.78975 -16.46818 11.57682 0.20
Br -14.40429 -12.86466 10.50781 -0.17
C -14.64703 -10.95271 11.01688 -0.48
C -14.03424 -10.59764 12.37777 -0.47
Br -14.99561 -11.57457 13.75291 -0.22
H -15.71498 -10.74143 11.07116 0.57
H -14.15527 -10.41936 10.20336 0.09
H -14.06922 -9.55132 12.68125 0.47
H -13.01852 -10.93666 12.58146 0.19
N -11.42823 -8.61892 9.02885 -0.03
C -11.97534 -9.57674 8.19459 -0.96
C -12.02489 -10.72045 8.82549 -0.28
C -11.74025 -10.43654 10.23399 0.07
C -11.33240 -9.11656 10.31207 -1.60
H -11.15422 -7.68135 8.77195 0.19
H -12.20805 -9.30830 7.17469 0.47
H -12.45115 -11.65431 8.48992 1.57
H -11.96319 -11.15056 11.01302 0.70
H -11.01150 -8.46309 11.10982 0.45
N -11.39327 -14.82334 10.61422 1.20
C -11.88090 -13.70637 9.96230 -1.76
C -10.86840 -13.25770 9.17337 0.55
C -9.75743 -14.16719 9.24622 -1.50
C -10.07224 -15.08382 10.26557 -0.71
H -11.89861 -15.37211 11.29509 0.59
H -12.86266 -13.36941 10.26065 1.00
H -11.05202 -12.42930 8.50522 -0.90
H -8.78482 -14.24713 8.78358 1.02
H -9.56269 -15.88615 10.77843 -0.81
N -15.11675 -12.42797 7.65212 -0.04
C -14.23132 -12.93417 8.42379 1.68
C -14.11194 -14.26458 8.10569 -0.52
C -15.14838 -14.61774 7.31157 -0.98
C -15.73431 -13.41968 6.98375 -0.97
H -15.38230 -11.45852 7.75094 0.24
H -13.55921 -12.32412 9.00902 -1.39
H -13.30098 -14.91122 8.40666 0.44
H -15.42936 -15.61838 7.01802 0.47
H -16.65205 -13.22419 6.44902 0.39